Entry 1:
C31H32FIN3O2PtSSi as an isolated structure. Source: the OMol25 dataset; level of theory: the ωB97M-V functional and the def2-TZVPD basis.

Frontier orbital gap (alpha / beta) = 6.4806 / 5.1754 eV
LUMO energy (alpha / beta) = -2.0 / -5.0 eV
Net charge = +1
F_max = 0.0347 hartree/bohr
Expectation value of S² = 6.072
2S+1 = 5
Electronic energy = -2719.456625 Eh

```
73
Properties=species:S:1:pos:R:3:lowdin_charge:R:1
Pt -1.38 1.73 0.22 0.85
I -0.69 4.40 0.90 1.11
S 6.15 -3.70 -0.48 1.02
Si -0.29 -1.55 -0.48 0.56
F 0.03 2.47 -2.25 0.05
O -2.87 2.69 -1.25 -0.15
O 5.08 -6.12 -0.13 0.04
N -0.70 0.02 -1.13 -0.02
N -4.15 1.58 -2.75 0.20
N -4.24 3.87 -2.60 0.03
C 0.79 -1.42 1.15 -0.27
C -1.91 -2.42 -0.03 -0.14
C -1.15 2.61 3.31 -0.21
C 7.07 -6.06 -1.47 -0.08
C 2.17 -1.92 0.89 -0.28
C 4.29 -1.77 -0.26 -0.10
C -0.82 4.96 3.89 -0.13
C -3.71 2.71 -2.16 -0.59
C -0.52 1.54 -3.03 -0.23
C -1.47 1.59 2.40 -0.23
C -1.44 -0.10 4.24 -0.01
C 3.08 -1.22 0.10 -0.05
C 2.56 -3.17 1.37 -0.03
C -0.68 1.83 -4.36 0.01
C -0.72 0.38 1.73 -0.31
C -0.96 4.64 5.25 -0.05
C -1.56 -0.39 -4.69 -0.07
C -1.14 3.33 5.64 -0.02
C -1.22 2.30 4.71 -0.14
C 0.67 -2.58 -1.74 -0.14
C 5.96 -5.50 -0.64 -0.72
C 0.72 -0.01 1.76 -0.17
C -1.72 0.19 2.82 -0.21
C -3.96 5.16 -1.97 -0.05
C -0.85 0.29 -2.45 -0.30
C 4.63 -3.06 0.17 -0.51
C 3.78 -3.74 1.03 -0.06
C -1.27 0.91 5.11 -0.01
C -1.22 0.86 -5.20 -0.05
C -1.36 -0.68 -3.36 -0.04
C -0.91 3.95 2.96 -0.56
H -2.50 -2.60 -0.92 0.03
H 1.11 -0.02 2.78 0.14
H -0.63 5.98 3.59 0.10
H -4.97 3.84 -3.29 0.14
H -1.64 -1.65 -2.96 0.10
H 6.99 -5.66 -2.48 0.08
H -4.80 5.47 -1.35 0.09
H 0.29 -2.09 1.85 0.12
H -1.70 -3.39 0.44 0.04
H -0.90 5.43 5.98 0.11
H -0.37 2.80 -4.73 0.13
H -1.14 0.70 6.17 0.12
H 8.04 -5.75 -1.07 0.08
H -1.36 1.07 -6.25 0.12
H -3.76 5.91 -2.73 0.09
H -1.96 -1.15 -5.34 0.12
H 1.89 -3.72 2.02 0.12
H 0.01 -3.07 -2.46 0.03
H 1.31 0.69 1.17 0.11
H 4.97 -1.23 -0.90 0.10
H 1.39 -1.98 -2.30 0.05
H -2.65 -0.27 2.48 0.15
H 7.01 -7.14 -1.50 0.09
H -2.51 -1.82 0.66 0.02
H -3.09 5.04 -1.34 0.05
H -1.22 3.09 6.70 0.12
H 1.23 -3.37 -1.23 0.04
H 2.82 -0.23 -0.26 0.12
H -3.72 0.71 -2.49 0.10
H -4.79 1.58 -3.52 0.11
H -1.48 -1.12 4.59 0.12
H 4.05 -4.70 1.43 0.10
```


Entry 2:
One molecule with the formula C4H5NO2. Source: the OMol25 dataset; level of theory: the ωB97M-V functional and the def2-TZVPD basis.

Relative energy (zero: lowest compared OMol25 entry of this formula, charge and spin) = 122.06 kcal per mole
Frontier orbital gap = 10.0574 eV
LUMO energy = 0.6 eV
SMILES string = O[C@@H]1[C@@H]2C=NO[C@H]12
F_max = 0.1426 hartree/bohr
2S+1 = 1
Electronic energy = -360.474906 Eh

```
12
Properties=species:S:1:pos:R:3:lowdin_charge:R:1
O 1.21 -0.93 -0.90 0.01
O -1.24 0.40 -1.21 -0.04
N -1.68 -0.64 -0.47 0.02
C -0.99 -0.87 0.52 -0.09
C -0.05 0.37 0.84 -0.12
C -0.20 0.98 -0.39 -0.28
C 1.03 0.27 -0.18 -0.27
H -0.15 0.88 1.78 0.14
H 1.75 -1.41 -0.28 0.10
H -0.48 2.09 -0.38 0.19
H 2.10 0.82 -0.14 0.19
H -1.30 -1.96 0.80 0.16
```


Entry 3:
A 2-piece molecular cluster, C24H38BrCl3O12S overall. Source: the OMol25 dataset; level of theory: the ωB97M-V functional and the def2-TZVPD basis.

Frontier orbital gap = 1.2057 eV
LUMO energy = 2.7 eV
Net charge = -2
F_max = 0.1615 hartree/bohr
2S+1 = 1
Electronic energy = -6192.314821 Eh

```
79
Properties=species:S:1:pos:R:3:lowdin_charge:R:1
Br 0.31 -2.77 -2.82 0.68
Cl 0.72 0.60 -3.92 0.53
Cl 4.65 2.13 -2.04 0.57
Cl 4.41 0.43 -5.77 0.48
S 2.60 -3.70 -0.95 0.71
O -3.79 1.20 5.11 -0.08
O -2.36 2.33 6.31 -0.10
O 6.02 -1.21 -4.23 -0.14
O -3.27 3.30 4.78 -0.10
O 2.10 -0.92 -1.36 -0.17
O -0.71 -3.06 -0.17 -0.19
O -2.23 2.89 0.82 -0.21
O -6.55 -0.44 -0.10 -0.05
O 0.24 -1.99 2.55 -0.20
O -2.47 -1.93 1.17 -0.04
O -5.53 -0.58 2.12 0.00
O -0.63 1.30 2.94 -0.18
C 4.64 -0.78 0.37 -0.23
C 2.26 3.15 -3.75 -0.17
C -1.99 -2.33 -0.16 -0.34
C 1.14 -2.46 1.46 -0.15
C -5.51 -2.74 0.45 -0.10
C -0.36 2.74 2.62 -0.14
C -4.61 -2.69 -0.95 -0.19
C 0.45 -2.16 0.01 -0.29
C -3.18 2.22 5.38 -1.17
C -1.68 3.53 2.03 -0.16
C 4.75 -0.84 -4.41 -0.59
C 3.52 -1.52 -3.50 -0.13
C 3.86 0.55 0.90 -0.15
C -3.19 3.34 -1.58 -0.11
C -2.56 3.95 -0.16 -0.28
C 4.73 -0.98 -1.25 -0.17
C -3.12 -3.39 -0.77 -0.12
C 3.33 0.91 -2.52 -0.47
C 0.62 0.60 2.55 -0.19
C 0.82 -0.86 3.28 -0.15
C 2.20 1.53 -3.33 -0.59
C 1.53 -2.23 -1.27 -0.93
C -5.90 -1.17 0.81 -0.28
C 3.32 -0.71 -2.08 -0.41
H -4.53 -0.45 2.10 0.12
H 3.36 -3.61 0.23 -0.10
H 2.15 -1.90 1.62 0.10
H 1.96 -1.05 3.62 0.13
H 1.27 -3.63 1.63 0.14
H -3.64 2.29 -1.29 0.08
H 1.51 1.30 2.95 0.12
H -1.64 4.60 -0.50 0.11
H 1.31 3.44 -4.40 0.08
H 2.27 3.75 -2.74 0.08
H -2.67 -0.94 1.07 0.13
H -4.01 4.05 -2.02 0.07
H -4.79 -3.16 1.28 0.11
H 4.96 -2.14 -1.41 0.10
H -4.53 -1.58 -1.38 0.12
H 0.22 -0.79 4.31 0.16
H 5.76 -0.69 0.76 0.12
H -2.78 -3.75 -1.84 0.11
H 3.38 0.26 1.96 0.07
H 0.47 2.83 1.78 0.12
H -1.29 4.60 1.68 0.11
H -1.95 -1.38 -0.87 0.17
H 2.58 -1.52 -4.20 0.07
H -3.25 -4.33 -0.08 0.12
H -2.50 3.76 2.86 0.13
H 5.68 -0.46 -1.76 0.11
H 3.23 3.36 -4.39 0.08
H 0.01 -1.05 0.05 0.16
H -5.26 -3.29 -1.75 0.11
H -3.39 4.69 0.25 0.13
H 4.21 -1.74 0.94 0.08
H 4.58 1.46 1.14 0.08
H 0.70 0.53 1.39 0.12
H 0.00 3.24 3.63 0.15
H 3.84 -2.66 -3.35 0.12
H -2.36 3.23 -2.42 0.07
H -6.44 -3.44 0.38 0.12
H 2.97 0.93 0.24 0.07
```


Entry 4:
C24H32N6O2S2Ti as an isolated structure. Source: the OMol25 dataset; level of theory: the ωB97M-V functional and the def2-TZVPD basis.

Relative energy (zero: lowest compared OMol25 entry of this formula, charge and spin) = 0.00 kcal per mole
Frontier orbital gap (alpha / beta) = 3.6841 / 3.6835 eV
LUMO energy (alpha / beta) = 4.2 / 4.2 eV
Net charge = -2
F_max = 0.0148 hartree/bohr
2S+1 = 1
Electronic energy = -3058.685314 Eh

```
67
Properties=species:S:1:pos:R:3:lowdin_charge:R:1
Ti 0.10 0.00 -0.07 1.02
S 2.62 -0.50 -1.59 0.83
S -2.30 7.09 -0.06 0.23
O 1.10 -0.88 1.41 -0.16
O -1.58 -0.81 -0.93 -0.18
N -1.93 6.23 -2.58 -0.03
N 0.37 -1.11 -2.96 -0.01
N -1.42 -0.17 1.47 -0.05
N -0.78 1.78 -0.32 -0.15
N 1.03 -2.65 -1.26 -0.02
N -2.73 -0.17 0.97 0.10
C 2.24 -1.38 3.43 -0.03
C -1.61 4.52 -0.92 -0.32
C -2.51 0.12 3.63 -0.04
C -1.13 2.71 0.67 -0.18
C 2.97 1.72 0.16 -0.67
C -3.95 -0.66 -1.04 -0.13
C 3.92 0.80 0.92 -0.09
C -0.96 2.26 -1.61 -0.18
C 1.97 0.97 -0.74 -0.55
C -5.14 -0.16 -0.52 -0.03
C -1.52 3.98 0.43 -0.07
C 2.19 2.58 1.16 -0.06
C 1.04 -0.81 2.70 -0.44
C -1.34 3.51 -1.94 -0.05
C -3.95 -1.31 -2.27 -0.02
C -1.90 5.82 -1.20 -0.87
C -0.04 -0.33 3.38 -0.03
C -2.67 -0.51 -0.28 -0.44
C -6.33 -0.31 -1.23 -0.10
C 3.83 2.66 -0.71 -0.08
C -1.31 -0.12 2.76 -0.33
C -5.14 -1.47 -2.97 -0.10
C -6.33 -0.97 -2.45 -0.12
C 0.99 -1.23 -1.64 -0.90
H 0.00 -0.30 4.46 0.10
H 1.93 -2.18 4.11 0.07
H -0.62 -0.92 -2.83 0.02
H 1.61 1.95 1.85 0.07
H -1.77 4.63 1.26 0.06
H -3.33 -0.54 3.35 0.07
H -1.05 2.35 1.68 0.09
H -5.12 0.37 0.43 0.11
H 2.96 -1.77 2.72 0.07
H 1.63 1.68 -1.50 0.05
H 0.77 -0.31 -3.43 0.04
H -2.86 1.14 3.48 0.09
H -3.02 -1.68 -2.66 0.11
H -1.91 7.24 -2.58 0.00
H -5.14 -1.97 -3.93 0.09
H -7.25 0.10 -0.83 0.09
H -2.26 -0.02 4.68 0.06
H 4.61 0.29 0.25 0.06
H -7.25 -1.08 -3.00 0.09
H -0.80 1.52 -2.40 0.09
H -1.12 5.88 -3.08 0.04
H -1.50 3.73 -2.99 0.08
H 3.19 3.40 -1.21 0.08
H 3.36 0.02 1.45 0.04
H 1.36 -2.71 -0.30 0.04
H 4.56 3.20 -0.10 0.07
H 4.50 1.37 1.64 0.08
H 0.07 -3.00 -1.26 0.05
H 2.73 -0.60 4.03 0.08
H 4.36 2.10 -1.47 0.07
H 1.48 3.24 0.66 0.08
H 2.87 3.19 1.76 0.08
```


Entry 5:
A 2-piece molecular cluster, C2H5NOS overall. Source: the OMol25 dataset; level of theory: the ωB97M-V functional and the def2-TZVPD basis.

Relative energy (zero: lowest compared OMol25 entry of this formula, charge and spin) = 55.50 kcal per mole
Frontier orbital gap = 9.7675 eV
LUMO energy = -0.5 eV
F_max = 0.0314 hartree/bohr
2S+1 = 1
Electronic energy = -607.318375 Eh

```
10
Properties=species:S:1:pos:R:3:lowdin_charge:R:1
S 2.36 0.27 -1.16 0.83
O 2.27 -0.58 -2.33 -0.52
N 1.18 1.18 -0.88 -0.31
C -1.44 -0.01 0.58 -0.10
C -0.62 -0.68 1.36 -0.09
H -0.58 -1.76 1.37 0.05
H -2.12 -0.50 -0.09 0.05
H 0.36 1.18 -1.46 0.01
H 0.06 -0.18 2.03 0.05
H -1.46 1.07 0.58 0.04
```


Entry 6:
C13H36CuO15 as an isolated structure. Source: the OMol25 dataset; level of theory: the ωB97M-V functional and the def2-TZVPD basis.

Relative energy (zero: lowest compared OMol25 entry of this formula, charge and spin) = 207.10 kcal per mole
Frontier orbital gap = 3.2987 eV
LUMO energy = 1.0 eV
Net charge = -1
F_max = 0.0857 hartree/bohr
2S+1 = 1
Electronic energy = -3285.679714 Eh

```
65
Properties=species:S:1:pos:R:3:lowdin_charge:R:1
Cu -0.19 0.67 -0.51 0.33
O 3.91 -1.12 -4.75 -0.07
O 0.38 4.49 -0.96 -0.10
O 5.33 3.23 5.36 -0.07
O 0.83 -5.43 0.51 -0.07
O 3.21 -0.83 -7.97 -0.06
O 5.36 2.05 2.83 -0.04
O -0.92 -0.66 -3.79 0.00
O -2.32 1.49 2.86 -0.08
O -6.38 -2.17 -0.90 -0.07
O -2.64 -0.20 -4.98 -0.03
O -3.87 -3.78 -0.62 -0.07
O 1.11 -2.59 1.49 -0.10
O -2.20 5.89 -0.08 -0.05
O -3.41 -0.68 4.83 -0.05
O -2.70 -0.22 -2.78 -0.07
C -0.90 6.46 -0.02 -0.25
C -3.89 0.61 4.48 -0.25
C 4.27 1.87 3.59 -0.30
C 0.29 5.51 0.05 -0.25
C 4.15 3.06 4.58 -0.22
C 2.07 -4.80 0.52 -0.24
C 1.99 -3.70 1.67 -0.23
C 4.13 -1.82 -5.97 -0.23
C 4.39 -0.88 -7.19 -0.25
C -2.12 -0.36 -3.86 -1.13
C -6.13 -3.36 -0.06 -0.21
C -3.60 0.99 3.02 -0.27
C -5.18 -4.33 -0.75 -0.25
H 5.47 1.37 2.16 0.11
H -3.58 1.46 5.08 0.11
H 0.44 4.92 -1.81 0.08
H 1.26 5.98 -0.07 0.11
H -5.34 -4.54 -1.81 0.12
H 2.90 -5.51 0.55 0.11
H -5.70 -3.19 0.93 0.11
H 5.07 -2.36 -5.87 0.10
H -4.98 0.60 4.50 0.11
H 0.40 5.01 1.01 0.11
H -7.08 -3.90 0.03 0.11
H 4.41 0.92 4.12 0.12
H 2.96 -3.24 1.86 0.10
H 3.30 1.79 3.10 0.12
H 0.18 -4.73 0.47 0.09
H -0.90 7.00 0.93 0.12
H 2.96 -1.00 -4.63 0.09
H 1.84 -4.17 2.64 0.11
H -3.96 -1.06 5.52 0.08
H -4.23 1.82 2.70 0.12
H -5.27 -5.32 -0.31 0.11
H -3.89 -2.88 -0.94 0.07
H -0.60 7.07 -0.87 0.11
H 3.31 2.96 5.27 0.12
H 3.34 -2.55 -6.11 0.12
H 3.61 -0.74 -8.84 0.07
H 0.82 -2.32 2.37 0.08
H 6.00 2.84 4.79 0.06
H -5.54 -1.78 -1.16 0.07
H -2.21 5.24 -0.78 0.09
H -3.79 0.19 2.31 0.13
H 4.60 0.15 -6.89 0.12
H 4.04 3.94 3.95 0.11
H -2.27 2.29 3.38 0.08
H 2.19 -4.35 -0.47 0.11
H 5.25 -1.30 -7.72 0.10
```


Entry 7:
One molecule with the formula C4H7NO2. Source: the OMol25 dataset; level of theory: the ωB97M-V functional and the def2-TZVPD basis.

Relative energy (zero: lowest compared OMol25 entry of this formula, charge and spin) = 11.79 kcal per mole
Frontier orbital gap = 10.3295 eV
LUMO energy = 0.6 eV
SMILES string = C[C@@H](C=O)C(N)=O
F_max = 0.0102 hartree/bohr
2S+1 = 1
Electronic energy = -361.862069 Eh

```
14
Properties=species:S:1:pos:R:3:lowdin_charge:R:1
O -2.46 1.33 0.25 0.06
O 1.48 1.57 0.37 0.05
N 1.94 -0.44 -0.53 0.17
C -0.84 -1.09 0.46 -0.05
C -1.26 1.39 0.16 -0.20
C -0.41 0.19 -0.25 -0.25
C 1.08 0.52 -0.09 -0.52
H -0.51 -1.11 1.51 0.09
H 2.92 -0.24 -0.45 0.11
H -0.41 -1.97 -0.03 0.07
H -0.58 0.06 -1.33 0.16
H -0.72 2.33 0.36 0.13
H -1.93 -1.18 0.43 0.08
H 1.65 -1.32 -0.94 0.10
```


Entry 8:
C28H40IInNO8PSb2 as an isolated structure. Source: the OMol25 dataset; level of theory: the ωB97M-V functional and the def2-TZVPD basis.

Relative energy (zero: lowest compared OMol25 entry of this formula, charge and spin) = 61.60 kcal per mole
Frontier orbital gap = 6.5238 eV
LUMO energy = 3.4 eV
Net charge = -2
F_max = 0.0187 hartree/bohr
2S+1 = 1
Electronic energy = -3057.422925 Eh

```
82
Properties=species:S:1:pos:R:3:lowdin_charge:R:1
I 2.95 4.65 -1.04 0.70
Sb 0.15 -3.96 -0.94 1.27
Sb 1.04 -1.19 -3.36 1.29
In 0.39 -0.27 0.39 0.81
P -2.87 0.27 1.35 0.95
O 0.70 2.68 -0.68 -0.20
O -2.77 -5.05 5.44 -0.08
O -0.57 0.89 -2.19 -0.26
O 2.11 -0.99 4.28 0.02
O 1.11 0.14 2.59 -0.26
O -0.58 4.34 -1.48 0.11
O -2.01 2.47 -2.95 0.01
O -1.01 -4.26 6.65 -0.06
N -0.62 -1.90 2.25 -0.01
C -2.47 0.27 3.16 -0.40
C -0.30 3.19 -1.49 -0.40
C 2.85 -0.54 -2.40 -0.35
C 0.09 -1.85 3.38 -0.20
C 0.95 -5.46 0.39 -0.34
C -1.04 2.05 -2.31 -0.64
C -1.67 -2.73 2.20 -0.22
C -3.00 2.09 0.97 -0.40
C 2.14 -2.75 -4.53 -0.35
C -0.22 -2.64 4.49 0.06
C -4.31 2.82 1.26 -0.16
C 4.54 -5.56 -2.29 -0.11
C -4.79 -1.76 1.53 -0.16
C 4.32 -3.61 -3.66 -0.07
C -3.26 1.18 4.10 -0.14
C 5.13 -4.50 -2.96 -0.11
C 1.24 0.27 -4.94 -0.33
C -1.74 -4.36 5.64 -0.69
C 0.84 -4.91 -2.80 -0.34
C -1.78 -4.95 -1.05 -0.34
C 2.33 -4.77 -2.95 -0.29
C -1.31 -3.49 4.44 -0.10
C -2.05 -3.53 3.26 -0.02
C 2.93 -3.72 -3.70 -0.28
C 1.23 -0.83 3.43 -0.64
C 1.44 3.59 0.09 -0.60
C 3.16 -5.68 -2.29 -0.08
C -4.64 -0.25 1.36 -0.42
H 1.37 -3.25 -5.12 0.04
H 5.16 -6.28 -1.76 0.09
H -4.20 3.88 1.02 0.07
H 0.28 -4.43 -3.61 0.04
H -2.56 -0.77 3.48 0.06
H -2.95 1.00 5.13 0.07
H -4.35 -2.11 2.47 0.05
H -2.24 -2.72 1.27 0.07
H -3.08 2.24 3.88 0.06
H -4.62 2.74 2.30 0.05
H 1.98 3.01 0.83 0.06
H -4.28 -2.30 0.72 0.06
H -1.40 0.51 3.21 0.06
H -2.50 -4.32 -1.57 -0.01
H 0.38 -2.58 5.38 0.12
H 2.05 -5.41 0.38 -0.01
H 4.78 -2.79 -4.21 0.10
H -5.84 -2.06 1.52 0.06
H 2.81 -2.22 -5.21 0.04
H 0.60 -5.23 1.40 0.00
H -5.12 2.43 0.64 0.06
H -4.34 1.00 4.04 0.06
H 2.70 -6.51 -1.75 0.10
H 0.82 4.35 0.54 0.06
H 2.64 0.40 -1.90 -0.02
H -2.92 -4.18 3.21 0.11
H -2.17 2.56 1.51 0.08
H 1.25 1.25 -4.47 0.00
H 0.54 -5.96 -2.74 0.05
H -2.13 -5.13 -0.03 -0.01
H -5.19 0.28 2.14 0.06
H 3.17 -1.28 -1.66 0.00
H 0.37 0.22 -5.60 0.00
H 6.20 -4.36 -2.96 0.09
H 2.15 0.11 -5.51 -0.01
H -2.76 2.19 -0.09 0.06
H 3.64 -0.40 -3.15 0.00
H -5.06 0.06 0.40 0.07
H 0.62 -6.46 0.10 0.00
H -1.68 -5.90 -1.57 -0.01
```


Entry 9:
A 2-piece molecular cluster, C4H11N3 overall. Source: the OMol25 dataset; level of theory: the ωB97M-V functional and the def2-TZVPD basis.

Relative energy (zero: lowest compared OMol25 entry of this formula, charge and spin) = 78.44 kcal per mole
Frontier orbital gap (alpha / beta) = 7.5289 / 8.6629 eV
LUMO energy (alpha / beta) = 1.0 / -0.9 eV
F_max = 0.0951 hartree/bohr
Expectation value of S² = 2.015
2S+1 = 3
Electronic energy = -322.940395 Eh

```
18
Properties=species:S:1:pos:R:3:lowdin_charge:R:1
N 0.66 1.31 -1.68 -0.17
N 0.23 2.68 -2.22 0.03
N 0.10 2.26 -0.89 -0.12
C -0.98 -1.23 1.38 -0.12
C 0.47 -0.92 0.99 -0.32
C -0.15 0.22 -2.03 -0.06
C 0.79 -1.38 -0.39 -0.08
H -1.28 -2.26 1.22 0.08
H -1.62 -0.69 0.78 0.02
H 0.01 -1.97 -0.79 0.04
H -1.09 -0.07 -1.43 0.09
H -0.66 2.53 -2.74 0.09
H -1.22 -0.98 2.39 0.06
H 1.79 -1.47 -0.74 0.05
H 0.01 -0.27 -2.93 0.04
H 1.15 -1.42 1.73 0.11
H -0.90 1.95 -0.57 0.14
H 0.83 0.21 0.88 0.13
```


Entry 10:
One molecule with the formula C5H8O2. Source: the OMol25 dataset; level of theory: the ωB97M-V functional and the def2-TZVPD basis.

Relative energy (zero: lowest compared OMol25 entry of this formula, charge and spin) = 57.32 kcal per mole
Frontier orbital gap = 10.9169 eV
LUMO energy = 1.0 eV
SMILES string = C[C@@H]1[C@H](O)[C@@H]2O[C@H]12
F_max = 0.0436 hartree/bohr
2S+1 = 1
Electronic energy = -345.713620 Eh

```
15
Properties=species:S:1:pos:R:3:lowdin_charge:R:1
O -0.60 0.65 -1.54 -0.01
O -1.05 -1.69 -0.10 -0.01
C 1.67 -0.55 0.18 -0.05
C 0.40 0.27 0.57 -0.22
C -0.13 1.33 -0.37 -0.18
C -1.01 -0.43 0.49 -0.27
C -1.46 0.73 -0.41 -0.17
H 1.65 -1.54 0.64 0.08
H -0.76 -1.56 -1.01 0.10
H -1.54 -0.50 1.45 0.15
H 0.17 2.37 -0.50 0.15
H 0.73 0.57 1.56 0.13
H 2.64 -0.12 0.46 0.07
H 1.73 -0.71 -0.89 0.07
H -2.44 1.19 -0.54 0.15
```